88
Properties=species:S:1:pos:R:3 method="wB97M-V/def2-TZVPD" de_lowest_kcal_mol=0.0 e_homo_ev="-7.10 / -6.13" lumo_energy_ev="-0.671 / -1.308" total_charge=0
Mg 0.093 -0.218 1.418
O 3.752 -0.731 -5.118
C 3.840 -1.851 -4.359
O 4.486 -2.783 -4.752
C 3.150 -1.822 -3.040
C 2.916 -3.038 -2.398
C 2.254 -3.099 -1.190
C 1.802 -1.926 -0.557
C 2.084 -0.702 -1.192
C 2.736 -0.651 -2.405
N 1.099 -1.879 0.629
C 0.961 -2.959 1.409
C 0.301 -2.837 2.653
C 0.144 -3.926 3.543
C -0.483 -3.734 4.743
C -0.962 -2.455 5.081
C -0.784 -1.439 4.172
N -0.182 -1.604 2.988
H 3.129 -0.110 -4.726
H 3.254 -3.944 -2.885
H 2.063 -4.069 -0.754
H 1.800 0.221 -0.699
H 2.950 0.327 -2.827
H 1.382 -3.923 1.148
H 0.527 -4.897 3.259
H -0.607 -4.561 5.430
H -1.456 -2.265 6.022
H -1.137 -0.435 4.380
C -4.105 1.795 0.362
Si -3.117 0.946 1.724
C -3.411 -0.899 1.579
C -3.746 1.506 3.401
N -1.397 1.243 1.597
C -0.844 2.454 1.530
C -1.583 3.675 1.500
C -0.973 4.890 1.396
C 0.437 4.979 1.313
C 1.201 3.850 1.362
C 0.624 2.551 1.494
N 1.334 1.426 1.582
Si 3.065 1.388 1.869
C 3.565 -0.387 2.171
C 3.476 2.343 3.430
C 4.013 2.068 0.384
H -4.984 1.195 0.116
H -3.508 1.901 -0.548
H -4.458 2.789 0.639
H -4.438 -1.118 1.884
H -2.750 -1.486 2.218
H -3.293 -1.255 0.554
H -4.831 1.384 3.462
H -3.514 2.553 3.602
H -3.303 0.907 4.200
H -2.662 3.627 1.554
H -1.569 5.793 1.370
H 0.908 5.947 1.206
H 2.277 3.931 1.286
H 2.940 -0.858 2.935
H 4.597 -0.404 2.532
H 3.520 -0.996 1.270
H 2.960 1.896 4.283
H 3.197 3.396 3.387
H 4.549 2.287 3.628
H 3.330 2.486 -0.359
H 4.589 1.278 -0.103
H 4.711 2.858 0.669
C -3.699 0.210 -3.653
C -3.371 -0.544 -2.369
Sb -1.297 -0.546 -1.734
C -0.618 -2.172 -2.985
C -1.400 -2.468 -4.260
C -0.555 1.156 -2.852
C -0.082 0.910 -4.279
H -4.770 0.173 -3.866
H -3.178 -0.210 -4.513
H -3.420 1.263 -3.580
H -3.646 -1.598 -2.457
H -3.954 -0.145 -1.539
H -0.608 -3.049 -2.333
H 0.428 -1.960 -3.212
H -2.452 -2.674 -4.058
H -0.988 -3.345 -4.765
H -1.355 -1.638 -4.964
H 0.262 1.552 -2.246
H -1.341 1.915 -2.826
H 0.637 0.088 -4.325
H 0.401 1.799 -4.692
H -0.909 0.653 -4.941

---

89
Properties=species:S:1:pos:R:3 method="wB97M-V/def2-TZVPD" de_lowest_kcal_mol=7.0 e_homo_ev=-3.63 lumo_energy_ev=2.732 total_charge=-1
Pd 0.220 -0.416 0.254
O 2.504 -1.967 -1.101
N 1.388 -2.638 -0.618
C 1.574 -3.502 0.295
C 0.378 -4.230 0.708
C 0.524 -5.431 1.403
C -0.569 -6.209 1.726
C -1.840 -5.784 1.363
C -2.008 -4.567 0.723
C -0.924 -3.752 0.387
P -1.147 -2.092 -0.386
C -1.033 -2.493 -2.184
C -0.280 -1.670 -3.018
C -0.189 -1.935 -4.377
C -0.837 -3.039 -4.917
C -1.560 -3.886 -4.088
C -1.654 -3.614 -2.729
C -2.973 -1.853 -0.210
C -3.474 -1.754 1.092
C -4.827 -1.575 1.328
C -5.711 -1.463 0.259
C -5.221 -1.500 -1.037
C -3.862 -1.691 -1.271
H 2.780 -1.342 -0.395
H 2.542 -3.669 0.767
H 1.523 -5.768 1.661
H -0.437 -7.148 2.250
H -2.705 -6.399 1.584
H -3.013 -4.246 0.483
H 0.263 -0.843 -2.575
H 0.405 -1.291 -5.015
H -0.778 -3.241 -5.981
H -2.044 -4.764 -4.501
H -2.214 -4.282 -2.084
H -2.779 -1.827 1.924
H -5.198 -1.530 2.345
H -6.773 -1.342 0.437
H -5.899 -1.383 -1.874
H -3.496 -1.713 -2.289
N 1.699 -2.748 3.760
N 0.583 -2.079 3.156
H 2.557 -2.237 3.576
H 1.781 -3.651 3.312
H 0.882 -1.560 2.327
H 0.261 -1.392 3.823
C 1.096 2.170 -3.568
C 0.525 2.498 -2.192
C -0.948 2.090 -2.118
C 0.651 3.999 -1.932
O 1.305 1.727 -1.269
Si 1.487 1.908 0.376
S 2.528 0.320 1.199
O -0.070 2.259 0.864
C -0.696 2.559 2.112
C -0.356 1.497 3.155
C -2.193 2.519 1.821
C -0.274 3.945 2.590
O 2.237 3.368 0.669
C 3.608 3.762 0.631
C 4.287 3.392 1.947
C 3.597 5.278 0.467
C 4.333 3.114 -0.548
H 0.555 2.714 -4.346
H 1.020 1.098 -3.762
H 2.151 2.451 -3.606
H -1.474 2.393 -3.028
H -1.430 2.552 -1.256
H -1.033 1.011 -2.001
H 0.059 4.545 -2.671
H 1.694 4.317 -2.007
H 0.292 4.250 -0.932
H -0.572 0.519 2.724
H -0.958 1.641 4.056
H 0.703 1.526 3.417
H -2.452 1.538 1.418
H -2.455 3.279 1.080
H -2.768 2.698 2.733
H 0.814 4.008 2.630
H -0.685 4.143 3.583
H -0.631 4.712 1.897
H 3.772 3.884 2.777
H 5.335 3.707 1.941
H 4.236 2.315 2.100
H 3.025 5.732 1.278
H 3.129 5.552 -0.481
H 4.617 5.673 0.485
H 4.388 2.032 -0.408
H 5.345 3.515 -0.642
H 3.786 3.306 -1.474

---

99
Properties=species:S:1:pos:R:3 method="wB97M-V/def2-TZVPD" de_lowest_kcal_mol=68.9 e_homo_ev="-14.01 / -14.10" lumo_energy_ev="-8.453 / -8.058" total_charge=+2
Ir -0.272 2.811 -1.749
C -2.642 -0.864 -4.128
C -2.101 -0.953 -2.751
C -2.593 -1.800 -1.789
C -1.965 -1.858 -0.529
N -1.032 -0.989 -0.207
N -0.608 -0.118 -1.076
B 0.418 1.009 -0.709
N 0.578 1.227 0.826
N 1.059 0.212 1.519
C 1.331 0.326 2.794
C 1.097 1.548 3.473
C 0.609 2.621 2.778
C 0.348 3.950 3.381
C 0.358 2.436 1.385
S -0.195 3.749 0.451
C 1.908 -0.853 3.539
C 0.910 -1.287 4.624
C 3.246 -0.446 4.174
C 2.165 -2.007 2.579
N 1.784 0.480 -1.214
N 1.889 -0.829 -1.252
C 3.011 -1.408 -1.596
C 4.147 -0.625 -1.915
C 4.055 0.747 -1.906
C 5.167 1.646 -2.289
C 2.796 1.313 -1.545
S 2.520 2.989 -1.546
C 3.017 -2.914 -1.666
C 3.379 -3.338 -3.098
C 1.634 -3.460 -1.306
C 4.046 -3.474 -0.676
C -1.047 -0.095 -2.351
S -0.410 1.070 -3.430
C -2.327 -2.935 0.463
C -2.264 -4.292 -0.252
C -3.743 -2.688 1.003
C -1.321 -2.951 1.610
H -3.508 -1.507 -4.266
H -1.875 -1.159 -4.842
H -2.920 0.161 -4.358
H -3.443 -2.428 -2.006
H 1.317 1.627 4.523
H 0.471 3.918 4.459
H -0.661 4.287 3.141
H 1.037 4.688 2.968
H 0.730 -0.502 5.353
H 1.305 -2.150 5.152
H -0.039 -1.571 4.175
H 3.142 0.337 4.919
H 3.938 -0.108 3.406
H 3.685 -1.311 4.662
H 1.246 -2.298 2.090
H 2.563 -2.856 3.124
H 2.882 -1.701 1.825
H 5.074 -1.100 -2.191
H 6.061 1.089 -2.554
H 5.403 2.332 -1.476
H 4.860 2.257 -3.138
H 2.690 -2.896 -3.813
H 3.311 -4.419 -3.179
H 4.390 -3.044 -3.361
H 0.888 -3.118 -2.018
H 1.348 -3.121 -0.316
H 1.663 -4.545 -1.320
H 5.054 -3.144 -0.907
H 4.029 -4.559 -0.720
H 3.801 -3.170 0.337
H -3.032 -4.389 -1.012
H -2.413 -5.084 0.476
H -1.293 -4.432 -0.718
H -4.483 -2.750 0.210
H -3.811 -1.710 1.476
H -3.983 -3.444 1.745
H -0.346 -3.229 1.221
H -1.618 -3.684 2.352
H -1.246 -1.976 2.080
F -0.912 7.098 -2.260
C -1.759 6.105 -2.457
F -2.923 6.570 -2.865
F -1.959 5.494 -1.265
S -1.041 4.775 -3.559
O -1.872 3.624 -3.208
O -1.074 5.209 -4.900
O 0.287 4.601 -2.948
C -5.107 1.234 -0.199
As -3.436 2.075 0.353
C -2.888 1.161 2.009
C -3.827 3.937 0.699
O -2.289 1.798 -0.800
H -5.810 1.283 0.635
H -4.948 0.192 -0.477
H -5.517 1.772 -1.056
H -3.780 0.821 2.529
H -2.338 1.840 2.653
H -2.264 0.305 1.754
H -4.571 4.025 1.484
H -4.216 4.363 -0.222
H -2.925 4.474 0.981

---

122
Properties=species:S:1:pos:R:3 method="wB97M-V/def2-TZVPD" e_homo_ev=-10.74 lumo_energy_ev=-2.469 total_charge=+1
C 2.270 -0.075 -0.444
C 1.172 0.244 -1.513
C 0.562 -1.018 -2.176
C 0.998 -2.355 -1.525
C 0.342 -3.584 -2.196
N -1.053 -3.379 -2.616
C -1.963 -4.427 -2.154
C -2.397 -4.192 -0.704
C -2.099 -3.005 -0.058
C -2.485 -2.857 1.267
C -3.151 -3.864 1.946
C -3.495 -5.074 1.294
C -3.100 -5.191 -0.037
O -3.388 -6.335 -0.775
C -0.005 0.852 -0.670
P 0.573 2.101 0.628
O -0.491 3.348 0.663
Cl 0.311 1.092 2.436
N -1.072 1.282 -1.556
C -2.348 1.575 -0.906
C -3.489 1.029 -1.808
C -4.903 1.237 -1.211
C -5.227 2.683 -0.755
S -5.790 2.775 0.964
O -7.059 3.429 0.971
O -5.865 1.489 1.587
Cl -4.351 3.847 1.986
C -0.700 2.202 -2.607
C 0.632 1.849 -3.371
N 0.408 1.011 -4.548
P 1.143 3.536 -4.024
O 1.975 4.264 -3.035
N 1.681 1.312 -2.443
C 3.029 1.124 -3.056
C 3.432 -0.263 -3.556
C 2.990 -0.534 -5.007
O 3.219 0.240 -5.902
O 2.308 -1.717 -5.264
H 1.789 -0.433 0.471
H 3.009 -0.802 -0.793
H 2.831 0.846 -0.240
H -0.534 -1.050 -2.175
H 0.864 -1.119 -3.233
H 0.742 -2.344 -0.452
H 2.087 -2.507 -1.561
H 0.329 -4.379 -1.433
H 0.953 -3.934 -3.044
H -1.108 -3.250 -3.617
H -1.493 -5.415 -2.301
H -2.871 -4.399 -2.783
H -1.578 -2.207 -0.585
H -2.238 -1.929 1.785
H -3.381 -3.667 2.980
H -4.042 -5.927 1.784
H -4.133 -6.093 -1.344
H -0.395 -0.026 -0.119
H -1.158 3.182 1.356
H -2.427 1.036 0.052
H -2.470 2.654 -0.711
H -3.335 -0.056 -1.918
H -3.432 1.461 -2.820
H -5.065 0.476 -0.438
H -5.617 1.004 -2.015
H -4.406 3.397 -0.901
H -6.055 3.068 -1.364
H -0.617 3.239 -2.203
H -1.479 2.232 -3.384
H 0.119 1.617 -5.315
H -0.398 0.413 -4.363
H 1.815 3.298 -5.245
H -0.063 4.243 -4.276
H 1.825 2.130 -1.813
H 3.763 1.412 -2.273
H 3.252 1.819 -3.879
H 4.534 -0.265 -3.613
H 3.176 -1.115 -2.919
H 1.385 -1.465 -5.417
C -1.379 -8.739 2.286
Br -1.678 -6.855 1.942
Br -1.311 -9.754 0.648
Br 0.184 -9.045 3.380
H -2.233 -9.096 2.846
C -4.322 -6.760 5.374
Br -4.257 -5.560 3.853
Br -2.792 -7.926 5.441
Br -4.551 -5.798 7.031
H -5.195 -7.388 5.250
C -0.668 6.452 3.332
Br 0.587 7.047 4.661
Br 0.066 6.571 1.554
Br -1.328 4.675 3.738
H -1.518 7.120 3.368
C 5.738 3.966 -1.297
Br 4.148 3.096 -0.613
Br 5.491 4.577 -3.107
Br 6.316 5.380 -0.128
H 6.524 3.223 -1.312
C 2.218 -12.417 5.423
Br 2.802 -13.228 7.070
Br 2.781 -10.576 5.296
Br 2.771 -13.437 3.884
H 1.136 -12.418 5.433
C 2.602 6.594 -7.188
Br 1.832 8.355 -7.280
Br 2.552 5.887 -5.390
Br 1.783 5.380 -8.445
H 3.644 6.685 -7.465
C 1.997 5.195 8.367
Br 2.679 4.414 9.989
Br 2.522 7.044 8.184
Br 2.483 4.153 6.816
H 0.917 5.177 8.435
C 6.167 8.663 -1.961
Br 7.713 8.306 -3.056
Br 6.460 10.147 -0.768
Br 4.579 8.904 -3.027
H 6.005 7.788 -1.347
C -0.148 0.803 9.816
Br -0.333 1.956 8.280
Br 1.439 -0.285 9.700
Br -0.216 1.797 11.465
H -0.996 0.131 9.813

---

87
Properties=species:S:1:pos:R:3 method="wB97M-V/def2-TZVPD" de_lowest_kcal_mol=0.4 e_homo_ev="-10.69 / -11.00" lumo_energy_ev="-1.960 / -2.947" total_charge=+1 multiplicity=6
Fe 0.303 1.192 -0.095
N -0.642 2.327 -1.651
C -0.265 3.702 -1.442
C -1.257 4.653 -1.250
C -0.917 5.961 -0.942
C 0.422 6.311 -0.840
C 1.405 5.356 -1.043
C 1.092 4.028 -1.340
C 2.182 3.019 -1.495
C 3.329 3.381 -2.202
C 4.402 2.510 -2.300
C 4.342 1.269 -1.684
C 3.194 0.900 -0.995
C 2.091 1.750 -0.889
H -1.651 2.214 -1.660
H -0.282 1.951 -2.526
H -2.299 4.369 -1.348
H -1.693 6.699 -0.795
H 0.703 7.327 -0.599
H 2.447 5.629 -0.940
H 3.379 4.349 -2.688
H 5.283 2.801 -2.857
H 5.182 0.589 -1.748
H 3.163 -0.078 -0.524
N -0.396 -0.432 -0.092
P -0.423 -1.999 0.039
N 0.516 -2.521 1.295
C 1.578 -3.516 1.174
C 2.950 -2.855 1.244
C 3.082 -2.005 2.507
C 1.925 -1.015 2.631
C 0.587 -1.738 2.526
N -1.936 -2.593 0.323
C -3.032 -2.093 -0.510
C -3.913 -1.123 0.269
C -4.417 -1.770 1.558
C -3.253 -2.312 2.386
C -2.386 -3.245 1.548
N 0.071 -2.737 -1.345
C -0.387 -4.045 -1.811
C -0.949 -3.940 -3.224
C 0.071 -3.306 -4.168
C 0.568 -1.971 -3.618
C 1.098 -2.142 -2.200
H 1.454 -4.064 0.243
H 1.472 -4.236 1.995
H 3.079 -2.226 0.357
H 3.729 -3.620 1.216
H 4.036 -1.476 2.509
H 3.083 -2.662 3.383
H 1.986 -0.273 1.824
H 1.983 -0.476 3.579
H -0.242 -1.030 2.541
H 0.461 -2.415 3.380
H -3.629 -2.947 -0.850
H -2.610 -1.613 -1.394
H -4.752 -0.803 -0.353
H -3.315 -0.237 0.506
H -5.090 -2.596 1.303
H -5.002 -1.057 2.141
H -3.622 -2.843 3.265
H -2.635 -1.480 2.742
H -2.970 -4.130 1.267
H -1.517 -3.590 2.106
H -1.135 -4.427 -1.118
H 0.461 -4.742 -1.808
H -1.857 -3.330 -3.197
H -1.232 -4.933 -3.578
H -0.363 -3.173 -5.160
H 0.923 -3.983 -4.284
H -0.258 -1.251 -3.594
H 1.351 -1.558 -4.257
H 1.402 -1.185 -1.780
H 1.978 -2.798 -2.213
C -2.025 3.203 2.693
C -0.769 4.031 2.978
C 0.263 3.463 2.008
O -0.249 2.140 1.629
C -1.439 1.839 2.404
H -2.551 3.582 1.815
H -2.717 3.186 3.532
H -0.449 3.882 4.009
H -0.920 5.096 2.820
H 1.248 3.324 2.450
H 0.355 4.051 1.097
H -1.131 1.325 3.317
H -2.057 1.176 1.801

---

no.,electronic energy (Ha)
1,-2598.4892
2,-2831.8105
3,-6096.3788
4,-73455.0034
5,-3164.0020